1.
Entry from the OMol25 dataset: one molecule with the formula C5H11NO (ωB97M-V/def2-TZVPD).

## Properties
Strongest force on any atom, eV/Å: 8.98
Net charge: 0
Structure (SMILES): CC(C)N(C)C=O
ΔE to the lowest compared entry with this formula, charge and spin, kJ/mol: 227.75
HOMO energy, eV: -9.361
HOMO-LUMO gap, eV: 10.11

CARTESIAN COORDINATES (ANGSTROEM)
H -0.33 -0.23 2.25
C -1.42 1.60 -0.25
H 0.39 -2.06 -0.66
H 1.00 -1.18 -2.05
H -2.33 1.92 0.27
C 0.24 -1.16 -1.26
C -0.86 -0.59 1.37
C 0.35 0.12 -0.45
H 1.66 1.23 0.89
N -0.88 0.54 0.24
O -0.99 2.22 -1.19
H -0.56 -1.62 1.20
H 2.50 0.30 -0.37
H -1.92 -0.58 1.60
H 0.42 0.96 -1.22
H 1.83 -0.53 1.04
H -0.74 -1.24 -1.75
C 1.65 0.29 0.33

---

2.
Entry from the OMol25 dataset: one molecule with the formula C5H11NO (ωB97M-V/def2-TZVPD).

## Properties
Strongest force on any atom, eV/Å: 0.60
Net charge: 0
Structure (SMILES): CCCNC(C)=O
ΔE to the lowest compared entry with this formula, charge and spin, kJ/mol: 47.03
HOMO energy, eV: -9.539
HOMO-LUMO gap, eV: 10.48

CARTESIAN COORDINATES (ANGSTROEM)
H -3.06 -0.66 0.04
H -2.06 1.64 0.21
H -0.75 1.17 -0.86
C 2.78 -0.47 -0.55
C -0.62 0.31 1.10
C -2.33 -0.30 -0.70
N 0.48 -0.57 0.69
C 1.65 0.07 0.32
H -1.26 -0.18 1.84
H 2.88 0.30 -1.33
C -1.44 0.78 -0.10
H -0.16 1.17 1.58
H -2.90 0.08 -1.56
H 2.67 -1.44 -1.04
H -1.74 -1.16 -1.04
O 1.77 1.26 0.59
H 3.72 -0.43 0.01
H 0.38 -1.57 0.82

---

3.
Entry from the OMol25 dataset: a 2-piece molecular cluster, C5H11NO overall (ωB97M-V/def2-TZVPD).

## Properties
Strongest force on any atom, eV/Å: 1.71
Net charge: 0
Structure (SMILES): C=N/C=C/CC.O
ΔE to the lowest compared entry with this formula, charge and spin, kJ/mol: 329.13
HOMO energy, eV: -8.431
HOMO-LUMO gap, eV: 9.22

CARTESIAN COORDINATES (ANGSTROEM)
H 2.64 -0.08 -1.02
H -1.27 -2.95 -0.17
C -1.59 -1.99 0.24
C 2.10 0.50 -0.26
H 1.31 -1.59 1.23
H 1.26 2.20 -1.34
C 0.70 -0.08 -0.07
H -0.07 0.16 -0.80
H 2.51 0.46 0.74
H -1.99 0.99 0.03
H 1.65 2.58 0.28
O -2.39 1.18 -0.83
C 2.01 2.00 -0.57
H -2.58 -1.63 -0.01
C 0.46 -1.06 0.83
H 2.97 2.43 -0.84
N -0.91 -1.32 1.10
H -3.15 1.69 -0.57

---

4.
Entry from the OMol25 dataset: an isolated ion of composition C5H11NO2 and charge -2 (ωB97M-V/def2-TZVPD).

## Properties
Strongest force on any atom, eV/Å: 1.29
Net charge: -2
Structure (SMILES): C[C@@H](CC[O-])NC[O-]
ΔE to the lowest compared entry with this formula, charge and spin, kJ/mol: 60.64
HOMO energy, eV: 0.563
HOMO-LUMO gap, eV: 6.21

CARTESIAN COORDINATES (ANGSTROEM)
H -1.14 -1.75 0.70
H 1.84 -0.27 1.99
O 0.33 3.28 -0.34
H 1.07 -0.13 -0.43
H -1.57 -1.19 -2.08
H 0.19 -1.53 -1.84
C 0.98 -0.85 1.65
H 1.73 1.77 -0.39
H -0.85 1.47 0.38
N 0.05 1.21 0.76
C -0.88 -0.98 -0.03
O -1.19 -3.03 -1.39
H 1.28 -1.86 1.37
C -0.84 -1.70 -1.42
H -1.74 -0.30 -0.07
C 0.36 -0.18 0.41
H 1.54 2.64 1.17
H 0.24 -0.78 2.44
C 0.98 2.27 0.28

---

5.
Entry from the OMol25 dataset: one molecule with the formula C5H11NO2 (ωB97M-V/def2-TZVPD).

## Properties
Strongest force on any atom, eV/Å: 1.40
Net charge: 0
Structure (SMILES): CCCNCC(=O)O
ΔE to the lowest compared entry with this formula, charge and spin, kJ/mol: 85.13
HOMO energy, eV: -9.094
HOMO-LUMO gap, eV: 9.88

CARTESIAN COORDINATES (ANGSTROEM)
N -1.34 -1.02 0.13
H -0.77 -2.69 -0.92
C -0.40 1.08 1.23
O 1.58 -1.00 -1.81
C -0.53 -1.61 -0.92
H -0.95 -1.37 1.00
H 1.05 2.79 1.18
H 2.54 -1.10 -1.64
H 1.63 1.31 0.50
C 0.74 1.92 0.59
H -1.08 0.83 -0.84
H -0.87 -1.32 -1.91
H 0.09 0.33 1.85
C 0.96 -1.51 -0.71
O 1.56 -1.84 0.27
C -1.31 0.45 0.16
H -2.34 0.77 0.33
H 0.43 2.28 -0.38
H -0.99 1.70 1.90

---

6.
Entry from the OMol25 dataset: one molecule with the formula C5H11NO2 (ωB97M-V/def2-TZVPD).

## Properties
Strongest force on any atom, eV/Å: 0.53
Net charge: 0
ΔE to the lowest compared entry with this formula, charge and spin, kJ/mol: 417.80
HOMO energy, eV: -8.122
HOMO-LUMO gap, eV: 8.24

CARTESIAN COORDINATES (ANGSTROEM)
C 0.78 1.80 -0.45
H 0.94 2.49 0.38
H -0.24 1.91 -0.81
O 0.58 -0.56 -1.19
H 2.39 -0.86 0.65
N 2.23 0.13 0.52
C -2.07 -0.64 -0.73
H -0.64 -2.07 0.15
C -0.88 -1.02 0.07
H 1.47 2.04 -1.26
H 1.17 -0.48 2.24
C 1.05 0.39 0.02
H -2.96 -0.95 -0.17
O 0.26 -0.83 2.14
H -2.13 0.43 -0.89
H -0.87 0.72 1.31
H 1.30 -1.19 -1.33
H -2.09 -1.15 -1.69
C -0.28 -0.16 1.04

---

7.
Entry from the OMol25 dataset: a 2-piece molecular cluster, C5H11NO2 overall (ωB97M-V/def2-TZVPD).

## Properties
Strongest force on any atom, eV/Å: 3.15
Net charge: 0
Structure (SMILES): C[C@H]1O[C@@H](N)C1=O.C
ΔE to the lowest compared entry with this formula, charge and spin, kJ/mol: 274.28
HOMO energy, eV: -9.566
HOMO-LUMO gap, eV: 10.29

CARTESIAN COORDINATES (ANGSTROEM)
C 0.30 0.65 -1.08
N 0.32 2.04 -1.36
O 0.88 0.89 1.35
H -1.77 0.88 1.81
H 2.64 -0.82 0.25
O -0.97 -0.05 -1.18
H 2.09 -2.27 -0.60
C -1.05 -0.40 0.21
H -2.75 0.94 0.35
H 0.16 2.23 -2.34
H 1.04 0.15 -1.71
H -1.11 -1.49 0.32
C -2.16 0.28 0.99
H 2.31 -2.27 1.19
C 2.01 -1.70 0.32
H -2.84 -0.46 1.41
H -0.33 2.55 -0.78
C 0.40 0.32 0.42
H 0.85 -1.47 0.43

---

8.
Entry from the OMol25 dataset: C5H11NO2 as an isolated structure (ωB97M-V/def2-TZVPD).

## Properties
Strongest force on any atom, eV/Å: 0.63
Net charge: 0
ΔE to the lowest compared entry with this formula, charge and spin, kJ/mol: 533.87
HOMO energy, eV: -7.817
HOMO-LUMO gap, eV: 8.02

CARTESIAN COORDINATES (ANGSTROEM)
H 1.54 1.99 -0.37
H -1.65 -0.79 1.30
C -1.18 -0.76 -1.40
H 0.56 -1.96 0.92
H 0.31 0.60 1.01
N -1.77 0.18 1.51
C -0.99 1.09 0.85
H -0.77 -1.73 -1.07
O -1.10 2.27 0.78
H 2.11 0.76 -1.50
O -0.50 0.31 -0.80
H 2.92 0.96 0.08
H -2.70 0.49 1.76
C 1.29 -1.29 0.48
C 1.02 -0.01 0.16
H -1.10 -0.71 -2.49
H -2.25 -0.72 -1.14
C 1.96 0.99 -0.44
H 2.29 -1.67 0.35

---

9.
Entry from the OMol25 dataset: one molecule with the formula C5H11NO2 (ωB97M-V/def2-TZVPD).

## Properties
Strongest force on any atom, eV/Å: 4.10
Net charge: 0
Structure (SMILES): CCN(C=O)CCO
ΔE to the lowest compared entry with this formula, charge and spin, kJ/mol: 171.54
HOMO energy, eV: -9.036
HOMO-LUMO gap, eV: 9.92

CARTESIAN COORDINATES (ANGSTROEM)
H 2.13 -0.98 -0.30
H -1.54 2.86 0.44
C 0.38 0.76 1.20
N -0.26 0.46 0.03
H -2.20 0.49 1.03
O 0.74 -2.54 -0.28
H -3.13 2.29 -0.15
H 1.61 -1.77 -1.94
C 1.36 -1.47 -0.92
H -0.50 -0.71 -1.58
C -1.73 0.70 0.07
H 0.95 -2.51 0.67
H 0.93 0.49 -1.65
H -2.13 0.05 -0.72
C 0.37 -0.24 -1.08
H 0.04 1.55 1.85
H -1.80 2.39 -1.29
C -2.05 2.18 -0.23
O 1.46 0.19 1.41

---

10.
Entry from the OMol25 dataset: a 2-piece molecular cluster, C5H11NO2 overall (ωB97M-V/def2-TZVPD).

## Properties
Strongest force on any atom, eV/Å: 1.04
Net charge: 0
Structure (SMILES): CC(=O)CCO.C=N
ΔE to the lowest compared entry with this formula, charge and spin, kJ/mol: 193.19
HOMO energy, eV: -9.344
HOMO-LUMO gap, eV: 10.00

CARTESIAN COORDINATES (ANGSTROEM)
C -0.53 0.64 0.12
O -0.21 -1.62 -0.63
H -0.34 -2.24 -1.36
O -2.78 1.08 0.76
H -1.16 -1.55 1.47
C -1.79 0.41 0.93
H -2.69 -1.04 2.23
C 2.82 0.39 -0.93
H -0.53 1.66 -0.26
H 2.63 -0.59 -0.51
C -0.51 -0.32 -1.08
H -1.48 -0.29 -1.59
H -1.14 -0.38 2.77
H 0.36 0.48 0.72
H 0.26 0.02 -1.78
H 3.09 0.40 -1.99
H 2.95 2.29 -0.60
N 2.75 1.38 -0.17
C -1.71 -0.72 1.91

---

11.
Entry from the OMol25 dataset: one molecule with the formula C5H11NO2 (ωB97M-V/def2-TZVPD).

## Properties
Strongest force on any atom, eV/Å: 3.27
Net charge: 0
Structure (SMILES): CCCOCC(N)=O
ΔE to the lowest compared entry with this formula, charge and spin, kJ/mol: 130.85
HOMO energy, eV: -9.723
HOMO-LUMO gap, eV: 10.57

CARTESIAN COORDINATES (ANGSTROEM)
H 1.63 -1.24 -0.92
C 1.54 -0.76 0.07
H -3.42 -0.46 0.95
C 2.87 -0.10 0.38
C -0.78 -0.41 0.05
O 3.68 -0.65 1.14
H -0.94 -1.05 0.94
H -1.67 1.37 0.85
H -3.43 -0.53 -0.83
H -3.99 0.93 0.01
O 0.50 0.17 0.10
C -1.83 0.69 0.00
H -1.68 1.28 -0.91
H 1.39 -1.56 0.82
N 3.27 0.85 -0.48
H 4.24 0.70 -0.82
H 2.74 1.70 -0.56
C -3.25 0.13 0.03
H -0.87 -1.06 -0.84

---

12.
Entry from the OMol25 dataset: C5H11NO2 as an isolated structure (ωB97M-V/def2-TZVPD).

## Properties
Strongest force on any atom, eV/Å: 1.29
Net charge: 0
ΔE to the lowest compared entry with this formula, charge and spin, kJ/mol: 649.52
HOMO energy (spin up / spin down), eV: -7.989 / -7.988
HOMO-LUMO gap (spin up / spin down), eV: 7.99 / 7.99

CARTESIAN COORDINATES (ANGSTROEM)
H 0.83 2.69 0.98
H 0.10 0.63 1.94
H -2.58 1.37 -0.85
H 0.87 0.03 -1.77
C 0.15 -0.63 0.20
C 0.75 1.89 0.25
H 1.69 1.75 -0.28
H 0.78 -2.38 1.22
H -0.79 -2.54 0.39
O -1.52 0.12 0.18
C 0.30 0.63 0.87
N -1.73 0.84 -1.02
H -0.68 -1.64 1.91
C 0.99 -0.77 -1.03
O 2.07 -0.68 -0.17
H -0.01 2.17 -0.51
H -1.92 0.15 -1.75
H 0.86 -1.75 -1.53
C -0.16 -1.87 0.98